Computed, not measured: a 2-piece molecular cluster, C4H12NO overall, with wB97M-V/def2-TZVPD.

Geometry as XYZ:
```
18
Properties=species:S:1:pos:R:3:forces:R:3
C -2.49275 -1.54196 0.48663 0.1 -0.1 -0.6
C -1.05098 -1.15068 0.37661 0.4 -0.2 -0.1
C -0.30158 -1.37682 -0.69603 -0.1 0.0 0.3
O 1.00296 -0.88427 -0.83126 -0.7 -0.4 0.2
H -3.11293 -0.65714 0.33349 -0.2 -0.1 0.3
H -2.74476 -2.24123 -0.31242 -0.1 0.0 0.0
H -2.72966 -2.02193 1.43200 0.0 0.1 0.1
H -0.58321 -0.71872 1.25614 0.0 0.2 0.0
H -0.64344 -1.97128 -1.53369 -0.1 0.2 -0.1
H 1.45501 -1.50447 -1.41253 0.4 0.3 0.0
C 1.53128 2.79940 0.04704 0.6 -0.2 -0.2
N 0.90964 1.56025 0.61165 -0.7 0.1 0.0
H 1.18859 3.67216 0.58932 0.0 0.0 0.1
H 2.60941 2.69050 0.12910 0.0 0.1 0.0
H 1.28501 2.88332 -1.00667 -0.2 0.0 0.0
H -0.05785 1.74665 0.86470 -0.2 0.0 0.0
H 1.36087 1.23510 1.47040 0.1 0.0 -0.2
H 0.85704 0.77053 -0.06331 0.6 0.0 0.1
```
Forces are in eV/Å.

For the HOMO-LUMO gap, the calculation gives 9.5227 eV. For the energy above the lowest of the compared OMol25 structures with the same formula, charge and spin, the calculation gives 1.252 eV. As for the HOMO energy: -0.474 hartree. As for the spin multiplicity: 1. The molar mass comes out at 90.15 g/mol. The calculation puts the strongest force on any atom at 0.80 eV/Å. Its charge is +1.